(1)
This record from OMol25 describes 2 unconnected molecules or ions with the total composition C8H17NO in a non-equilibrium geometry. The level of theory is ωB97M-V/def2-TZVPD.

Charge = 0
Spin multiplicity = 1
Structure (SMILES) = C=C(C)CNO.C=C(C)C

Structure (XYZ):
```
27
Properties=species:S:1:pos:R:3:forces:R:3:lowdin_charge:R:1
C 1.21271 0.42873 -0.53027 0.74 1.06 -2.64 -0.400
C 0.50985 0.61066 -1.72069 2.46 -0.28 1.02 -0.042
C 1.59993 1.64179 0.26886 -0.28 -0.18 0.26 -0.064
C 2.14228 -0.74355 -0.37650 -0.63 -0.33 0.45 -0.064
C -0.83889 -1.81141 0.22957 0.34 0.13 -0.21 -0.072
C -0.57804 -0.49300 0.91402 -2.27 -0.19 1.75 -0.367
C -0.01551 -0.47502 2.13703 0.08 0.11 -0.87 0.010
H 0.59280 -0.16282 -2.47564 -0.33 -0.22 0.10 0.088
H 0.48707 1.61354 -2.13854 -0.59 0.13 0.30 0.096
H -0.93067 0.70871 -1.35646 -3.44 -0.08 1.50 0.099
H 2.56000 2.02524 -0.08715 -0.02 -0.06 -0.07 0.092
H 0.86317 2.43632 0.18232 -0.06 0.09 -0.03 0.082
H 1.71759 1.38981 1.32137 0.04 0.03 0.06 0.069
H 2.20230 -1.04842 0.66941 0.08 -0.06 0.00 0.075
H 3.14607 -0.45479 -0.70082 -0.10 0.12 -0.04 0.093
H 1.82077 -1.59652 -0.97227 0.03 -0.01 -0.02 0.081
H -0.15544 -2.58291 0.58168 0.04 -0.03 0.02 0.079
H -0.74650 -1.72348 -0.85214 0.00 -0.03 -0.07 0.068
H -1.86361 -2.13367 0.41732 -0.01 0.05 0.04 0.086
H 0.06838 0.43672 2.71210 -0.18 0.10 0.11 0.063
H 0.40275 -1.36548 2.58589 0.22 -0.07 -0.08 0.066
C -1.69865 0.61874 0.60948 1.69 -0.77 0.01 -0.197
O -2.93670 -0.23103 -1.15850 0.18 -0.24 -0.12 -0.113
N -2.04462 0.81256 -0.75478 1.91 0.51 -1.76 -0.140
H -3.61778 0.23162 -1.66145 0.19 0.04 0.12 0.082
H -2.58076 0.29946 1.16804 0.06 0.10 -0.02 0.125
H -1.31848 1.56821 0.98811 -0.13 0.07 0.19 0.105
```
Forces are in eV/Å.



(2)
This record from OMol25 describes a gas-phase ion, C8H17NP (charge +1) in a non-equilibrium geometry. The level of theory is ωB97M-V/def2-TZVPD.

Charge = +1
Spin multiplicity = 1

Structure (XYZ):
```
27
Properties=species:S:1:pos:R:3:forces:R:3:lowdin_charge:R:1
C 0.04805 -1.11200 -0.52392 -3.97 2.12 -0.24 -0.159
C 1.90345 0.40559 0.40848 -0.66 0.74 -1.49 -0.223
C -1.04747 -1.62004 0.52569 2.62 -2.97 -0.13 -0.078
C 1.12111 -1.33194 2.18412 -0.53 0.46 0.57 -0.100
C 1.47251 -0.00084 1.74855 -1.96 2.21 -1.59 -0.128
C 0.47771 0.29286 -0.11485 1.53 -1.39 3.09 -0.418
C -1.39617 1.40144 -2.87802 0.29 4.51 0.05 -0.128
C -0.57915 2.06127 -1.67501 1.27 -1.25 -2.39 -0.447
N -0.45583 -1.65935 2.02107 0.94 -1.75 -3.24 0.089
P -0.86564 1.49843 0.07265 0.88 1.23 -0.17 0.929
H 0.81344 -1.76162 -0.77329 1.71 -1.44 0.22 0.087
H -0.54193 -1.07117 -1.52538 0.70 0.21 1.61 0.144
H 2.37538 1.37850 0.32853 -0.11 0.08 0.16 0.123
H 2.45112 -0.29823 -0.12928 1.44 -1.18 -0.66 0.094
H -1.92507 -1.03870 0.50006 -0.71 1.04 0.30 0.063
H -1.37080 -2.67248 0.26469 0.59 1.05 0.49 0.139
H 1.63527 -2.17286 1.65325 -0.36 0.67 0.95 0.152
H 1.19360 -1.18663 3.28738 0.23 -1.45 -0.59 0.141
H 1.24254 0.91196 2.35460 0.00 -1.34 -0.06 0.130
H -2.45553 1.56108 -2.77076 -0.47 -0.61 0.30 0.061
H -1.18639 1.91608 -3.87804 0.12 -0.20 1.50 0.102
H -1.06323 0.46463 -3.06169 0.42 -3.30 -0.22 -0.004
H -0.73489 3.11820 -1.66724 -0.03 0.78 -0.16 0.046
H 0.54119 1.84594 -1.95269 -1.91 0.77 0.72 0.111
H -0.97767 -0.97112 2.44990 -1.10 1.88 1.74 0.110
H -0.61201 -2.56305 2.48131 -0.28 0.28 -0.32 0.166
H -0.06360 2.60404 0.66988 -0.63 -1.15 -0.45 -0.001
```
Forces are in eV/Å.



(3)
This record from OMol25 describes a molecular structure, C8H17O2Si in a non-equilibrium geometry. The level of theory is ωB97M-V/def2-TZVPD.

Charge = -1
Spin multiplicity = 1

Structure (XYZ):
```
28
Properties=species:S:1:pos:R:3:forces:R:3:lowdin_charge:R:1
C -0.59654 -1.66738 -0.19596 -2.07 -0.43 2.45 -0.596
C 1.97467 1.10724 -0.66748 -1.11 0.71 0.21 -0.071
C 2.32915 -1.18089 -0.87348 1.70 -2.38 1.56 -0.091
C 1.43546 -0.42320 1.24510 -3.69 1.59 0.83 -0.035
C -1.67742 1.11260 1.78344 -0.81 -0.03 -0.29 -0.197
C -3.16100 0.48134 -0.84679 0.10 -1.91 -1.14 -0.208
C -0.01561 -0.42666 -0.77620 -1.10 -0.07 -0.34 -0.230
C 1.38348 -0.20929 -0.25363 0.24 -0.94 0.94 -0.637
O -1.73155 -1.25712 0.51374 2.83 -1.27 -1.59 -0.176
O -0.10502 -2.78512 -0.16858 -0.74 0.23 -0.28 0.028
Si -1.47527 0.59088 0.01025 -0.92 0.52 -1.12 0.389
H 1.59748 2.01000 -0.15513 0.07 -0.53 -0.10 0.084
H 1.69378 1.15986 -1.70846 0.48 0.61 -0.58 0.081
H 3.01754 0.95256 -0.51002 1.02 0.70 -0.17 0.065
H 2.21492 -2.27252 -0.87448 -1.15 0.33 0.39 0.091
H 3.32095 -1.12196 -0.38393 -0.11 0.53 -0.37 0.088
H 2.39353 -0.92190 -1.85897 0.68 0.63 -2.93 0.046
H 0.54047 -1.04440 1.53831 1.46 0.22 0.20 0.105
H 2.32451 -0.70874 1.69226 1.89 -1.23 0.36 0.053
H 1.23713 0.53509 1.76102 -0.12 -0.10 -0.24 0.075
H -2.19979 2.02332 1.96641 -0.83 0.88 -0.43 0.009
H -2.11015 0.38110 2.43477 -0.09 -0.70 0.24 0.023
H -0.73370 1.36902 2.11253 2.34 0.24 1.12 -0.033
H -3.37552 1.10492 -1.68693 0.07 0.82 -0.59 -0.013
H -3.15062 -0.56073 -1.25865 0.30 0.60 -0.18 0.025
H -4.09428 0.35540 -0.33258 -0.36 0.50 1.18 0.005
H -0.04241 -0.58268 -1.87894 0.17 0.65 0.40 0.140
H -0.99422 1.97926 -0.62762 -0.24 -0.16 0.47 -0.023
```
Forces are in eV/Å.



(4)
This record from OMol25 describes 2 unconnected molecules or ions with the total composition C8H17O3PS in a non-equilibrium geometry. The level of theory is ωB97M-V/def2-TZVPD.

Charge = 0
Spin multiplicity = 1
Structure (SMILES) = CC(=O)CC(C)(C)O.CCOP=S

Structure (XYZ):
```
30
Properties=species:S:1:pos:R:3:forces:R:3:lowdin_charge:R:1
C 1.76293 -0.67173 0.83064 -0.43 0.96 -0.55 -0.058
C 0.40479 -1.26276 1.33855 0.01 0.78 0.56 -0.592
C 1.62266 0.31209 -0.40124 0.22 -1.25 0.27 -0.390
C 0.66686 -2.27433 2.51601 -1.04 2.61 -0.85 -0.008
C -0.30259 -1.93941 0.21791 -1.03 -2.05 -0.88 -0.053
C 2.64645 -0.02773 -1.43998 1.30 0.08 2.33 -0.007
C -1.57035 1.80125 -2.32778 -0.95 -4.77 1.39 -0.083
C -1.85941 2.28161 -0.95675 -0.32 4.16 0.96 -0.392
O -0.45935 -0.17097 1.80532 0.91 -0.44 -0.01 -0.089
O 0.82516 1.21483 -0.55349 0.49 -0.64 0.82 0.064
O -2.20693 1.28593 -0.02975 -0.08 -1.92 -0.05 -0.571
P -3.33142 1.10459 1.14467 0.87 0.97 -1.10 0.467
S -3.99278 2.86550 1.39756 -0.66 0.23 0.56 0.166
H 2.32336 -0.01436 1.57233 -0.72 -1.18 -0.41 0.154
H 2.37792 -1.53310 0.46870 -0.19 0.83 0.56 0.126
H 0.88948 -3.24804 2.12340 0.43 -0.38 -0.16 0.067
H -0.33753 -2.33047 3.03243 1.54 0.19 0.16 0.109
H 1.53972 -1.74845 2.96204 -0.87 -1.12 0.98 0.087
H -0.54045 -1.23110 -0.56178 -0.88 0.29 -0.05 0.073
H -1.15679 -2.66031 0.51383 0.87 1.83 -0.18 0.128
H 0.31457 -2.64703 -0.32377 0.81 -0.25 0.09 0.077
H 2.58706 -1.02869 -1.75455 -0.32 -1.46 -0.29 0.073
H 3.66724 0.07759 -1.00612 -0.59 -0.04 -0.09 0.115
H 2.58788 0.58685 -2.24540 -0.27 1.92 -2.42 0.048
H -2.42268 1.10662 -2.69190 1.36 1.23 0.36 0.121
H -1.28703 2.47966 -3.03332 0.17 2.40 -1.67 0.043
H -0.66950 1.20079 -2.18987 -0.15 -0.51 -0.45 0.050
H -2.66947 3.06980 -1.02658 0.54 -0.86 0.44 0.086
H -0.96217 2.84442 -0.52369 -1.12 -0.80 -0.62 0.135
H -0.44762 0.55694 1.14257 0.12 -0.79 0.30 0.053
```
Forces are in eV/Å.



(5)
This record from OMol25 describes 2 unconnected molecules or ions with the total composition C8H17O9PS in a non-equilibrium geometry. The level of theory is ωB97M-V/def2-TZVPD.

Charge = -2
Spin multiplicity = 1

Structure (XYZ):
```
36
Properties=species:S:1:pos:R:3:forces:R:3:lowdin_charge:R:1
C 0.89621 -2.60918 1.34523 -0.02 0.57 0.04 -0.062
C 1.55808 -1.33335 1.90094 -0.15 -0.83 -0.21 -0.267
O 0.76032 -0.19914 1.57631 0.42 -0.35 -1.22 -0.195
P 1.47467 0.99246 0.74460 -0.27 1.79 1.30 0.509
O 2.32820 1.76340 1.64124 0.98 0.36 0.29 -0.272
C 0.13831 1.99414 0.08400 -0.11 -1.23 -0.62 -0.197
C -0.71221 1.36792 -1.01981 -0.35 0.26 0.12 -0.206
C -1.71720 0.39348 -0.43111 -0.47 0.66 -0.31 -0.202
O -1.89957 -0.69272 -1.41245 0.10 -0.45 0.34 -0.384
S -3.00567 -1.79660 -0.98765 0.13 -0.15 -0.84 0.875
O -2.79733 -2.14505 0.38493 0.09 -0.12 0.77 -0.396
O -2.27926 -2.98543 -1.87943 0.02 0.42 -0.04 -0.299
O 2.44276 0.40490 -0.42750 -1.29 -0.76 0.02 -0.204
C 1.89091 -0.63884 -1.24934 0.67 -0.19 -0.25 -0.292
C 2.35953 -0.44071 -2.68323 0.00 -0.10 0.13 -0.062
H 1.53854 -3.11125 0.63137 0.21 -0.30 0.02 0.054
H 0.00672 -2.30885 0.80283 -0.31 -0.04 0.03 0.056
H 0.59941 -3.28066 2.14171 -0.04 -0.23 0.03 0.068
H 1.66297 -1.41235 2.97500 -0.12 0.26 0.29 0.113
H 2.56560 -1.26448 1.49602 0.13 0.36 -0.04 0.102
H 0.57311 2.90087 -0.31273 0.35 0.29 0.29 0.103
H -0.57589 2.25384 0.88808 -0.06 0.53 0.40 0.081
H -0.14283 0.92426 -1.83331 0.13 -0.18 -0.04 0.082
H -1.27580 2.17984 -1.46594 -0.11 0.18 -0.10 0.114
H -1.44008 0.02752 0.54728 0.20 -0.44 -0.01 0.105
H -2.66311 0.91040 -0.30618 -0.18 0.09 0.20 0.123
H -1.32408 -2.81316 -1.78846 -0.15 -0.13 -0.06 0.047
H 2.28371 -1.58870 -0.89589 0.13 -0.13 0.23 0.096
H 0.81123 -0.71088 -1.17197 -0.16 0.14 0.04 0.087
H 3.20286 0.23855 -2.67690 0.14 0.22 -0.01 0.075
H 1.58887 -0.04088 -3.33214 -0.13 0.11 -0.10 0.067
H 2.72303 -1.38099 -3.08698 -0.11 -0.17 -0.22 0.064
C -2.88842 3.59942 2.44820 -0.83 0.44 1.28 -1.009
O -2.25738 3.23691 1.36731 0.59 -0.51 -0.73 -0.234
O -2.63339 4.74091 3.01279 0.19 -0.34 -0.53 -0.267
O -3.79286 2.82441 2.97320 0.37 -0.06 -0.49 -0.272
```
Forces are in eV/Å.



(6)
This record from OMol25 describes a single C8H17OP molecule in a non-equilibrium geometry. The level of theory is ωB97M-V/def2-TZVPD.

Charge = 0
Spin multiplicity = 1

Structure (XYZ):
```
27
Properties=species:S:1:pos:R:3:forces:R:3:lowdin_charge:R:1
C 2.18708 -1.04451 1.45704 -2.91 -0.36 1.31 -0.086
C 2.18147 -0.97380 -1.02733 -0.28 2.04 -1.35 -0.125
C -1.14403 0.17332 1.32712 -2.85 -2.08 -0.74 -0.083
C -1.68967 -0.79307 -1.08386 3.40 4.39 0.49 0.011
C -2.50059 1.56204 -0.11135 -0.40 0.88 -2.12 -0.084
C 1.49312 -0.55594 0.20411 2.13 1.72 1.90 -0.526
C -0.14620 1.01417 -0.92417 0.65 4.07 0.01 -0.219
C -1.38998 0.53832 -0.18094 0.68 -2.22 -0.04 -0.587
O 2.60612 1.88415 -0.68131 -0.43 0.33 0.20 -0.379
P 1.36919 1.28310 -0.12489 -1.18 -1.76 -0.93 0.842
H 3.19358 -0.90722 1.67209 1.98 1.21 -0.39 0.057
H 1.60551 -0.65566 2.30396 0.34 0.06 0.13 0.072
H 2.11598 -2.10783 1.62224 -0.45 -0.79 -0.51 0.075
H 1.54942 -0.49044 -1.81332 0.93 -1.28 -0.26 0.093
H 3.21204 -0.65819 -1.10969 0.13 0.25 0.01 0.089
H 2.15053 -1.98867 -0.89737 0.02 -2.98 -0.92 0.060
H -0.50083 0.71029 1.93161 1.83 1.21 0.68 0.046
H -1.13591 -0.89281 1.60508 1.03 0.03 -0.68 0.100
H -2.10380 0.33655 1.79348 -0.54 0.60 0.24 0.064
H -1.87397 -0.31644 -2.02247 -0.32 -0.45 -0.97 0.077
H -0.72868 -1.29353 -1.07297 -0.24 -0.61 -0.46 0.065
H -2.43258 -1.35427 -0.73833 -3.20 -2.34 1.37 0.032
H -3.42931 1.24893 0.41032 0.93 0.23 0.11 0.094
H -1.95576 2.42854 0.26592 -0.81 0.29 0.69 0.086
H -2.85195 1.90652 -1.12136 0.40 -0.46 0.55 0.092
H 0.46834 -0.80966 0.11128 -0.31 -0.79 0.67 0.028
H -0.24911 1.75614 -1.79487 -0.52 -1.19 1.01 0.106
```
Forces are in eV/Å.



(7)
This record from OMol25 describes a molecular structure, C8H17P2Ru in a non-equilibrium geometry. The level of theory is ωB97M-V/def2-TZVPD.

Charge = +1
Spin multiplicity = 5
⟨S²⟩ = 6.03

Structure (XYZ):
```
28
Properties=species:S:1:pos:R:3:forces:R:3:mulliken_spin:R:1
C -0.18318 -2.01476 -0.78821 -0.09 -0.72 -1.90 0.268
C 1.15923 -2.22131 -1.43412 -0.45 0.15 -2.77 0.205
C 1.25490 -1.48489 -2.68786 0.89 -1.42 2.37 0.206
C 0.07450 -0.71898 -2.93301 -1.34 0.55 0.68 0.343
C -0.85923 -0.62580 -1.82388 1.70 -2.00 -0.59 -0.013
Ru 0.53668 -0.29879 -0.28877 0.56 0.80 -2.13 2.731
P 2.16847 -0.91542 1.12693 2.38 -1.65 1.70 0.063
H -0.63170 -2.78804 -0.13025 -0.06 0.74 -0.69 0.052
H 1.97734 -2.84052 -0.98514 -1.16 0.40 -0.79 0.012
H 2.15180 -1.51901 -3.35760 -1.06 0.07 0.78 0.018
H -1.82301 -0.06370 -1.95163 0.71 -1.39 0.52 0.004
H -0.08635 -0.16369 -3.85416 0.05 -0.11 0.19 0.023
H 2.97270 0.24321 1.31583 -0.01 -0.46 0.28 0.044
H 3.15929 -1.80917 0.43786 -0.84 0.95 1.27 0.017
H 2.02234 -1.46587 2.48242 0.56 0.46 -1.01 0.022
C -0.65227 2.56445 -0.22237 -1.03 0.81 0.09 0.025
P -0.77722 1.05088 0.76485 0.03 1.03 1.93 -0.103
C -0.13511 1.34443 2.41442 0.02 1.01 0.29 0.010
C -2.37785 0.33105 1.19801 -0.60 0.32 -0.68 0.027
H 0.38393 2.94284 -0.18811 -0.41 -0.32 0.21 0.009
H -1.33067 3.32870 0.17835 0.13 0.18 -0.38 0.014
H -0.88059 2.33845 -1.28200 -0.05 0.17 0.64 0.012
H -0.79151 2.07232 2.92054 0.49 -0.18 0.17 0.006
H -0.08804 0.41019 3.00024 -0.05 0.40 -0.37 0.001
H 0.87262 1.75338 2.25342 -0.25 0.01 0.54 -0.002
H -2.96713 1.04388 1.78685 -0.01 -0.09 -0.25 0.001
H -2.86548 0.09649 0.25047 -0.44 -0.10 0.27 0.001
H -2.28447 -0.59036 1.79691 0.36 0.38 -0.36 0.004
```
Forces are in eV/Å.



Number 1: calculated total energy -444.829801 hartree. Number 2: calculated total energy -710.732799 hartree. Number 3: calculated total energy -755.026543 hartree. Number 4: calculated total energy -1280.252802 hartree. Number 5: calculated total energy -1731.733139 hartree. Number 6: calculated total energy -731.476810 hartree. Number 7: calculated total energy -1092.107910 hartree.